A molecular structure, C3H4O2Rb at a distorted geometry, computed with ωB97M-V/def2-TZVPD.

## Properties
<S²>: 0.757
Charge: 0
HOMO-LUMO gap (spin up / spin down) (eV): 3.110 / 5.713
Multiplicity: 2
ΔE to the lowest compared entry with this formula, charge and spin (kcal per mole): 42.6

Cartesian coordinates (Å):
O1 0.6003 -1.4006 0.6492
C1 1.4001 -0.3950 0.6104
C2 -1.1344 -0.7089 -0.2876
O2 0.7090 0.7500 0.0971
C3 -0.7316 0.6712 0.1198
H1 -1.8571 -1.2486 0.3289
H2 -1.0685 -0.9501 -1.3550
H3 -1.0448 0.8690 1.1566
H4 -1.0702 1.4359 -0.5927
Rb1 4.1971 0.9773 -0.7267

---

A molecular structure, C3H4O2S at a distorted geometry, computed with ωB97M-V/def2-TZVPD.

## Properties
Charge: 0
HOMO-LUMO gap (eV): 9.991
ΔE to the lowest compared entry with this formula, charge and spin (kcal per mole): 38.7

Cartesian coordinates (Å):
C1 -0.0482 -0.1885 0.3936
C2 0.5071 1.0920 -0.1251
C3 0.3341 -1.0864 -0.6018
H1 -2.0602 -0.8520 0.5398
H2 0.3745 -0.3460 1.4918
H3 -0.2671 1.8827 -0.3481
H4 1.3923 1.5716 0.5513
O1 -1.4698 -0.0490 0.5687
O2 0.1222 -2.2602 -0.8842
S1 1.1152 0.2359 -1.5860

---

Question: Which value of charge does entry 2 give?
Answer: 0